This record from OMol25 describes a single C2H4OS2 molecule. The level of theory is ωB97M-V with the def2-TZVPD basis set.

Values from the calculation:
* calculated total energy: -950.1507 Eh
* gap between HOMO and LUMO: 10.008 eV
* LUMO: 0.02422 Ha

```
! RIJCOSX wB97M-V def2-TZVPD def2/J DEFGRID3
* xyz 0 1
H 0.72 1.17 -0.58
S 1.90 -0.99 -0.93
S -1.47 0.83 1.33
C -0.62 -0.35 0.27
H -2.08 1.63 0.39
H -0.56 -1.28 0.83
O -0.79 -0.28 -1.15
H 2.40 -0.82 0.41
C 0.49 0.10 -0.57
*
```

The Löwdin scheme yields these atomic charges, measured in e: 0.102, 0.721, 0.744, -0.704, -0.107, 0.095, -0.090, -0.069, -0.692

This record from OMol25 describes a gas-phase ion, C7H12N3 (charge +1). The level of theory is ωB97M-V with the def2-TZVPD basis set.

Values from the calculation:
* calculated total energy: -437.8750 Eh
* gap between HOMO and LUMO: 10.661 eV
* LUMO: -0.11650 Ha

```
! RIJCOSX wB97M-V def2-TZVPD def2/J DEFGRID3
* xyz 1 1
H -3.17 1.43 -0.97
H -2.45 -2.22 0.41
C -1.85 -0.17 -0.10
H 3.66 -0.69 -0.22
C 0.49 1.78 0.10
C -2.62 -1.13 0.73
H 3.38 0.09 1.20
H -3.62 -1.11 0.74
H -1.57 1.54 -1.45
C -2.20 0.93 -0.77
H -0.41 2.19 0.38
N 1.67 -0.49 -0.06
H 3.06 0.83 -0.57
N -0.46 -0.51 -0.06
C 1.21 -1.72 -0.32
C 0.58 0.31 0.05
C 3.05 0.02 0.09
H 0.53 2.08 -0.86
H 1.34 2.09 0.79
N -0.09 -1.76 -0.30
H -2.41 -0.87 1.70
H 1.88 -2.60 -0.51
*
```

The Löwdin scheme yields these atomic charges, measured in e: 0.101, 0.132, -0.270, 0.042, 0.043, -0.004, 0.159, 0.044, 0.086, 0.110, 0.064, -0.009, 0.093, -0.024, -0.067, -0.181, 0.064, 0.065, 0.140, 0.167, 0.067, 0.176

This record from OMol25 describes a molecular structure, C47H56CdGeNO6P2S4. The level of theory is ωB97M-V with the def2-TZVPD basis set.

Values from the calculation:
* calculated total energy: -6851.0683 Eh
* gap between HOMO and LUMO (alpha / beta): 6.796 / 5.893 eV
* LUMO (alpha / beta): 0.15032 / 0.11694 Ha

```
! RIJCOSX wB97M-V def2-TZVPD def2/J DEFGRID3
* xyz -2 2
H -1.86 3.69 1.29
C -5.67 -4.01 -1.42
H -3.91 2.99 0.16
C 0.42 -3.11 5.56
H 6.49 -1.23 3.10
C 4.87 -0.10 2.27
S 1.88 1.21 -2.16
H -3.10 2.70 5.32
C -0.76 -5.10 2.66
H 2.23 -3.29 -1.28
C -0.84 2.95 3.77
H -1.94 -1.49 2.65
H -3.75 -0.78 0.80
S -5.35 -0.98 -2.96
C -3.02 -3.76 -5.97
H 5.52 -3.41 2.44
O -0.20 3.41 -0.40
O 1.12 5.04 0.89
C -4.17 1.25 1.47
H -6.13 -3.84 -2.39
H -6.24 1.81 1.44
H -2.46 -2.13 4.22
O 2.35 0.64 -3.40
H -5.23 3.04 2.18
C -2.28 -4.88 -5.64
C -3.87 1.91 0.11
H -2.90 1.60 -0.27
C 0.94 -1.91 3.54
H -0.80 0.20 4.47
C -2.73 -1.47 3.39
C 3.10 -1.36 1.22
C -2.44 3.94 2.17
C -5.65 -5.08 0.73
C 0.39 -2.95 2.75
C 0.40 -2.91 1.32
H 3.35 -3.50 1.28
H -4.28 3.27 4.15
H -3.07 -2.90 0.42
H 1.39 -1.18 5.48
H -1.20 -5.94 3.18
H -1.77 -0.68 5.66
C -2.52 -4.34 -3.31
H -1.90 -5.53 -6.42
C -4.52 -4.36 1.07
C -2.03 -5.17 -4.30
H -2.99 4.34 4.70
C 1.72 -2.35 -1.47
H -7.11 -5.46 -0.80
H -6.09 -5.77 1.44
C -2.30 2.88 3.28
C 3.71 5.40 -2.33
C 3.78 -2.53 1.54
H -0.74 2.63 4.80
H 1.31 -1.02 3.05
C 3.65 -0.14 1.59
H -3.22 -3.52 -7.01
C 2.40 2.94 -2.19
O 2.53 0.70 -0.95
H -5.07 -0.24 4.05
H 2.35 -1.69 -2.06
H 4.23 6.36 -2.37
H -4.11 -2.06 -5.21
H -2.30 -4.55 -2.27
S -2.22 -1.24 -1.52
C -3.52 -2.93 -4.97
C 2.21 3.89 -1.18
C -4.23 0.05 4.68
C 3.87 4.49 -3.35
H 3.34 2.52 -4.04
C -0.78 -5.04 1.30
P -3.83 -2.08 -2.30
Ge 1.38 -1.55 0.28
P -2.59 1.17 2.52
H 3.15 0.78 1.34
H -0.60 -4.97 5.33
C -1.77 0.17 4.96
C -3.23 3.30 4.43
H -4.44 1.04 5.09
C -3.26 -3.21 -3.63
H 5.28 0.86 2.55
O 0.41 1.13 -2.00
C -0.18 -4.06 3.42
C -0.15 -4.11 4.83
H -3.48 4.09 1.88
C 0.96 -1.99 4.90
C 5.54 -1.27 2.57
H -1.89 1.08 5.55
H -1.45 -6.05 -4.03
S 1.08 3.75 0.22
H -4.61 1.56 -0.61
C -4.59 -0.20 1.17
H -3.64 -1.85 2.94
O 1.55 2.63 1.05
H -0.48 3.98 3.69
N -1.37 0.64 1.75
H 2.72 5.82 -0.47
C 5.00 -2.49 2.20
Cd -0.07 1.01 0.21
H 0.43 -3.16 6.64
H -1.24 -5.83 0.72
C 2.89 5.11 -1.26
C -0.19 -3.94 0.63
C -6.22 -4.91 -0.53
H -5.65 1.58 3.08
C 3.21 3.26 -3.27
H 4.50 4.70 -4.20
H -0.19 2.33 3.15
C -4.52 -3.29 -1.09
H -5.34 -0.19 0.37
H -4.07 -4.47 2.05
H 0.80 -2.52 -2.02
C -2.90 -0.04 3.94
H -0.23 -3.91 -0.45
H -2.05 4.89 2.55
H -4.21 -0.65 5.52
C -5.38 1.96 2.09
C -3.95 -3.47 0.16
H -5.03 -0.69 2.04
*
```

Atomic partial charges in e from the Löwdin method, atoms 1 to 99: 0.053, -0.113, 0.061, -0.100, 0.088, -0.087, 0.446, 0.052, -0.050, 0.022, -0.102, 0.050, 0.018, 0.093, -0.104, 0.090, -0.402, -0.329, -0.583, 0.086, 0.085, 0.077, -0.316, 0.055, -0.118, -0.098, 0.031, -0.047, 0.061, -0.098, -0.319, -0.097, -0.113, -0.190, -0.249, 0.099, 0.058, 0.049, 0.104, 0.104, 0.076, -0.100, 0.087, -0.094, -0.102, 0.081, -0.221, 0.089, 0.088, -0.589, -0.090, -0.116, 0.059, 0.091, -0.109, 0.091, -0.202, -0.415, 0.057, 0.004, 0.095, 0.060, 0.097, 0.205, -0.112, -0.210, -0.091, -0.090, 0.100, -0.084, -0.042, 0.960, 0.783, 0.070, 0.102, -0.104, -0.097, 0.056, -0.379, 0.097, -0.445, -0.183, -0.058, 0.055, -0.090, -0.117, 0.052, 0.092, 0.425, 0.073, -0.113, 0.054, -0.419, 0.079, -0.397, 0.099, -0.109, 1.308, 0.092

This record from OMol25 describes a molecular structure, C4H12N2. The level of theory is ωB97M-V with the def2-TZVPD basis set.

Values from the calculation:
* calculated total energy: -269.0249 Eh
* gap between HOMO and LUMO: 10.161 eV
* LUMO: 0.04128 Ha

```
! RIJCOSX wB97M-V def2-TZVPD def2/J DEFGRID3
* xyz 0 1
H -0.03 0.68 -2.74
C 0.96 0.54 -2.31
H 1.42 0.78 0.62
H 0.00 -1.08 2.60
H -0.03 -2.25 -0.51
C -0.12 -1.31 -1.01
N -0.82 -0.50 2.66
N -2.01 1.19 1.70
H -0.85 -0.22 0.60
C 0.96 -0.56 -1.30
H 1.93 -0.87 -0.93
H 1.67 0.31 -3.11
H -1.07 -0.12 3.56
H 1.22 1.30 1.20
C -1.13 0.29 1.59
H -1.02 -1.21 -1.60
H 1.27 1.48 -1.85
H -2.37 1.54 0.82
*
```

The Löwdin scheme yields these atomic charges, measured in e: 0.074, -0.112, 0.037, 0.077, 0.062, -0.057, 0.066, 0.051, 0.069, -0.291, 0.092, 0.076, 0.089, 0.078, -0.467, 0.069, 0.064, 0.025